Density functional theory data (ωB97M-V/def2-TZVPD) for 2 unconnected molecules or ions with the total composition C2H3Cl2F2N at a distorted geometry.

2S+1: 1
SMILES: C=C(F)F.ClNCl
E_HOMO, eV: -10.2
E, Ha: -1252.7492

Each line ends with the natural charge from an NBO analysis.
Positions of all 10 atoms, in Å:
C -1.172 -1.892 1.774  -0.56
C -0.991 -2.063 0.484  0.75
F -0.302 -1.262 -0.351  -0.32
F -1.288 -3.163 -0.281  -0.32
H -0.797 -1.026 2.194  0.23
H -1.831 -2.395 2.369  0.24
Cl -3.954 -0.598 0.282  0.09
N -2.613 0.549 0.514  -0.56
Cl -3.256 2.096 -0.215  0.09
H -1.831 0.170 0.047  0.37

---

Density functional theory data (ωB97M-V/def2-TZVPD) for a molecular structure, C19H22BaN4O.

Net charge: +2
2S+1: 1
E_HOMO, eV: -15.2
E, Ha: -1056.5950

Each line ends with the natural charge from an NBO analysis.
Positions of all 47 atoms, in Å:
Ba 0.003 -0.017 0.102  1.88
C 2.725 2.386 0.762  -0.22
C 1.458 3.227 0.535  -0.45
C 0.528 3.205 1.725  0.21
C 0.435 4.289 2.582  -0.23
C -0.377 4.203 3.701  -0.11
C -1.083 3.033 3.937  -0.24
C -0.943 2.003 3.030  0.04
N -0.160 2.072 1.944  -0.59
N 2.573 0.936 0.417  -0.52
C 3.172 0.118 1.501  -0.27
C 2.973 -1.383 1.397  0.20
C 4.015 -2.237 1.713  -0.23
C 3.798 -3.607 1.700  -0.11
C 2.545 -4.088 1.362  -0.24
C 1.559 -3.169 1.056  0.05
N 1.749 -1.843 1.084  -0.59
C 3.237 0.716 -0.895  -0.27
C 2.979 -0.616 -1.573  0.20
C 4.031 -1.404 -2.000  -0.23
C 3.763 -2.572 -2.701  -0.11
C 2.447 -2.920 -2.951  -0.24
C 1.454 -2.085 -2.475  0.05
N 1.698 -0.953 -1.804  -0.58
H 3.016 2.468 1.809  0.22
H 3.555 2.800 0.186  0.22
H 0.931 2.893 -0.366  0.20
H 1.750 4.256 0.332  0.26
H 0.993 5.192 2.370  0.24
H -0.461 5.041 4.381  0.25
H -1.728 2.922 4.797  0.25
H -1.489 1.076 3.181  0.20
H 2.716 0.454 2.435  0.23
H 4.244 0.325 1.589  0.21
H 4.987 -1.835 1.964  0.24
H 4.600 -4.291 1.948  0.25
H 2.330 -5.147 1.336  0.25
H 0.565 -3.515 0.788  0.20
H 4.318 0.867 -0.797  0.21
H 2.878 1.500 -1.567  0.23
H 5.050 -1.106 -1.793  0.24
H 4.572 -3.199 -3.053  0.25
H 2.190 -3.814 -3.502  0.25
H 0.411 -2.334 -2.651  0.20
O -2.426 0.384 -1.180  -1.01
H -3.156 0.928 -0.857  0.51
H -2.736 0.056 -2.033  0.51

---

Density functional theory data (ωB97M-V/def2-TZVPD) for a single C20H12O2 molecule at a distorted geometry.

2S+1: 1
SMILES: O=C1CC(=O)[C@H]2C=Cc3c4ccccc4cc4ccc1c2c34
E_HOMO, eV: -7.5
E, Ha: -919.8168

Each line ends with the natural charge from an NBO analysis.
Positions of all 34 atoms, in Å:
O 4.232 -2.142 1.731  -0.54
C 3.517 -1.153 1.481  0.55
C 4.162 0.189 1.823  -0.58
C 3.279 1.271 1.212  0.61
O 3.851 2.184 0.608  -0.53
C 1.754 1.164 1.369  -0.40
C 0.982 2.302 0.724  -0.14
C -0.192 2.100 0.076  -0.21
C -0.780 0.762 -0.152  -0.02
C -2.044 0.608 -0.792  0.00
C -2.881 1.687 -1.121  -0.19
C -4.082 1.497 -1.799  -0.21
C -4.548 0.201 -2.019  -0.20
C -3.748 -0.869 -1.717  -0.17
C -2.501 -0.679 -1.107  -0.06
C -1.619 -1.779 -0.924  -0.16
C -0.397 -1.621 -0.244  -0.07
C 0.451 -2.711 -0.082  -0.19
C 1.721 -2.575 0.479  -0.11
C 2.168 -1.300 0.947  -0.20
C 1.307 -0.192 0.818  0.09
C 0.047 -0.357 0.164  0.00
H 5.145 0.277 1.375  0.27
H 4.194 0.321 2.895  0.26
H 1.576 1.188 2.461  0.25
H 1.277 3.347 0.775  0.23
H -0.662 2.969 -0.347  0.21
H -2.569 2.713 -0.947  0.21
H -4.707 2.316 -2.133  0.22
H -5.485 -0.009 -2.506  0.22
H -4.087 -1.849 -1.940  0.21
H -1.943 -2.739 -1.188  0.21
H 0.174 -3.706 -0.437  0.22
H 2.408 -3.412 0.514  0.23

---

Density functional theory data (ωB97M-V/def2-TZVPD) for 2 unconnected molecules or ions with the total composition C4H6 at a distorted geometry.

2S+1: 1
SMILES: C#C.C=C
E_HOMO, eV: -9.2
E, Ha: -155.8231

Each line ends with the natural charge from an NBO analysis.
Positions of all 10 atoms, in Å:
C -1.354 -0.572 0.230  -0.26
C -1.940 0.337 -0.198  -0.26
H -0.894 -1.658 0.217  0.27
H -2.328 1.349 -0.538  0.25
C 1.184 -0.528 -0.256  -0.40
C 1.089 0.700 0.191  -0.37
H 0.894 -1.209 0.727  0.19
H 1.472 -0.887 -1.189  0.21
H 0.587 0.907 1.208  0.20
H 1.289 1.562 -0.391  0.18

---

Density functional theory data (ωB97M-V/def2-TZVPD) for 14 unconnected molecules or ions with the total composition C37H92Cl10O27S9 at a distorted geometry.

Net charge: +1
2S+1: 2
E_HOMO (spin up / spin down), eV: -12.0 / -12.0
E, Ha: -11681.4603

Each line ends with the Mulliken spin population.
Positions of all 175 atoms, in Å:
Cl 18.797 0.712 11.904  0.20
C 20.033 -0.499 12.181  -0.01
C 19.342 -1.823 12.651  0.01
Cl 18.700 -2.665 11.148  0.02
H 20.688 -0.133 12.972  0.04
H 20.659 -0.510 11.288  0.01
H 18.555 -1.582 13.366  0.00
H 20.006 -2.481 13.211  0.00
Cl 22.921 1.523 13.528  0.20
C 24.105 0.447 12.826  -0.02
C 24.451 0.838 11.455  0.00
Cl 25.288 2.424 11.275  0.00
H 23.728 -0.572 12.908  0.01
H 24.992 0.502 13.458  0.03
H 23.477 1.032 11.008  0.01
H 24.992 0.040 10.945  0.00
Cl 20.386 3.289 13.830  0.41
C 21.489 4.555 13.264  -0.02
C 22.113 5.388 14.364  0.00
Cl 20.965 6.248 15.494  0.01
H 20.812 5.071 12.583  0.02
H 22.258 4.114 12.630  0.05
H 22.806 6.039 13.830  0.00
H 22.773 4.818 15.019  0.00
Cl 19.830 5.154 7.476  0.00
C 20.556 6.585 8.182  0.00
C 21.474 7.271 7.106  0.00
Cl 20.536 8.102 5.810  0.00
H 21.214 6.349 9.018  0.00
H 19.746 7.189 8.590  0.00
H 22.083 6.504 6.627  0.00
H 22.173 8.012 7.495  0.00
Cl 24.742 8.015 8.467  0.00
C 25.340 6.367 8.295  0.00
C 24.339 5.250 8.571  0.00
Cl 23.595 5.343 10.218  0.01
H 26.163 6.170 8.981  0.00
H 25.710 6.240 7.278  0.00
H 24.834 4.296 8.389  0.00
H 23.491 5.285 7.887  0.00
O 19.534 7.039 11.556  0.00
S 18.099 7.128 11.919  0.00
O 17.286 8.300 11.551  0.00
O 17.296 5.738 11.402  0.01
C 18.075 4.538 11.271  0.00
C 17.421 3.565 10.322  0.00
C 17.838 6.864 13.759  0.00
H 17.915 4.018 12.216  0.01
H 19.147 4.621 11.094  0.00
H 17.960 2.632 10.153  0.00
H 17.433 4.018 9.331  0.00
H 16.382 3.328 10.550  0.00
H 16.779 6.998 13.979  0.00
H 18.409 7.683 14.196  0.00
H 18.260 5.888 13.999  0.00
O 18.787 -5.179 5.904  0.00
S 18.313 -3.845 5.869  0.00
O 19.295 -2.768 5.737  0.00
O 17.082 -3.706 4.759  0.00
C 16.525 -2.414 4.463  0.00
C 17.511 -1.504 3.832  0.00
C 17.287 -3.578 7.335  0.00
H 16.087 -2.014 5.377  0.00
H 15.742 -2.733 3.775  0.00
H 17.152 -0.752 3.129  0.00
H 18.296 -2.061 3.321  0.00
H 18.110 -0.889 4.504  0.00
H 16.430 -4.245 7.243  0.00
H 17.125 -2.500 7.372  0.00
H 17.953 -3.881 8.143  0.00
O 23.166 -2.276 11.254  0.00
S 23.471 -3.704 11.020  0.00
O 23.548 -4.297 9.703  0.00
O 24.945 -4.058 11.748  0.00
C 25.169 -3.350 12.935  0.00
C 26.463 -3.988 13.553  0.00
C 22.377 -4.694 12.039  0.00
H 24.345 -3.372 13.649  0.00
H 25.411 -2.320 12.671  0.00
H 26.470 -5.063 13.734  0.00
H 26.754 -3.626 14.539  0.00
H 27.255 -3.633 12.894  0.00
H 21.497 -4.885 11.425  0.00
H 22.173 -4.059 12.901  0.00
H 22.810 -5.665 12.282  0.00
O 18.991 -0.558 7.790  0.00
S 20.431 -0.485 7.737  0.00
O 21.094 -0.169 6.442  0.00
O 21.037 0.536 8.944  0.01
C 20.567 1.882 8.892  -0.01
C 21.509 2.727 9.713  0.03
C 21.192 -2.090 8.318  0.00
H 19.545 1.939 9.268  0.01
H 20.521 2.283 7.879  0.00
H 21.378 3.809 9.703  0.00
H 22.513 2.502 9.354  0.00
H 21.453 2.510 10.779  -0.02
H 20.574 -2.958 8.088  0.00
H 21.254 -2.013 9.404  0.00
H 22.224 -2.245 8.005  0.00
O 23.967 4.089 4.410  0.00
S 23.012 3.188 4.978  0.00
O 22.703 3.059 6.404  0.00
O 21.528 3.491 4.178  0.00
C 20.313 2.831 4.706  0.00
C 19.624 2.168 3.532  0.00
C 23.377 1.462 4.277  0.00
H 19.635 3.546 5.172  0.00
H 20.642 2.032 5.371  0.00
H 19.155 2.908 2.884  0.00
H 18.812 1.510 3.842  0.00
H 20.355 1.634 2.925  0.00
H 22.724 1.390 3.407  0.00
H 23.060 0.704 4.994  0.00
H 24.446 1.342 4.106  0.00
O 27.476 3.945 7.956  0.00
S 27.572 2.882 6.963  0.00
O 28.726 1.943 6.944  0.00
O 26.090 2.006 6.982  0.00
C 26.070 0.756 7.797  0.00
C 24.785 -0.003 7.538  0.00
C 27.289 3.709 5.310  0.00
H 26.187 1.121 8.817  0.00
H 26.982 0.204 7.574  0.00
H 23.903 0.493 7.943  0.00
H 24.781 -0.990 8.002  0.00
H 24.675 -0.059 6.455  0.00
H 27.718 3.093 4.519  0.00
H 27.988 4.537 5.424  0.00
H 26.273 4.076 5.159  0.00
O 15.531 1.631 4.268  0.00
S 16.136 2.752 5.009  0.00
O 16.921 3.791 4.345  0.00
O 14.943 3.503 5.928  0.00
C 13.588 3.700 5.473  0.00
C 12.617 3.794 6.704  0.00
C 17.198 2.084 6.489  0.00
H 13.248 2.914 4.798  0.00
H 13.500 4.615 4.887  0.00
H 13.024 4.537 7.390  0.00
H 12.547 2.784 7.107  0.00
H 11.630 4.175 6.442  0.00
H 17.184 2.927 7.179  0.00
H 18.175 1.768 6.122  0.00
H 16.655 1.279 6.985  0.00
O 18.295 -8.098 10.297  0.00
S 18.700 -7.166 9.220  0.00
O 18.721 -5.734 9.547  0.00
O 20.168 -7.703 8.642  0.00
C 20.869 -6.866 7.732  0.00
C 22.306 -7.172 7.643  0.00
C 17.639 -7.447 7.757  0.00
H 20.766 -5.829 8.052  0.00
H 20.450 -6.870 6.726  0.00
H 22.737 -6.619 6.809  0.00
H 22.459 -8.236 7.462  0.00
H 22.794 -6.850 8.563  0.00
H 16.810 -6.741 7.703  0.00
H 17.246 -8.464 7.774  0.00
H 18.278 -7.315 6.885  0.00
O 22.774 -4.624 4.940  0.00
S 23.286 -3.288 4.579  0.00
O 24.060 -2.540 5.523  0.00
O 24.291 -3.524 3.262  0.00
C 23.808 -4.230 2.177  0.00
C 24.269 -5.668 2.001  0.00
C 21.962 -2.223 3.868  0.00
H 24.133 -3.655 1.310  0.00
H 22.720 -4.225 2.111  0.00
H 24.426 -6.018 0.980  0.00
H 23.724 -6.471 2.498  0.00
H 25.275 -5.629 2.418  0.00
H 22.530 -1.692 3.104  0.00
H 21.604 -1.561 4.657  0.00
H 21.264 -2.878 3.348  0.00

---

Density functional theory data (ωB97M-V/def2-TZVPD) for a single C5H9N molecule at a distorted geometry.

2S+1: 1
SMILES: C=NC(=C)CC
E_HOMO, eV: -8.9
E, Ha: -250.6166

Each line ends with the natural charge from an NBO analysis.
Positions of all 15 atoms, in Å:
C -1.084 -0.235 -2.181  -0.03
N -0.741 0.364 -1.126  -0.41
C -0.399 -0.335 0.038  0.16
C -1.295 -0.975 0.780  -0.46
C 1.029 -0.142 0.447  -0.44
C 1.298 1.280 0.966  -0.61
H -1.350 0.310 -3.090  0.17
H -1.129 -1.319 -2.236  0.15
H -0.956 -1.450 1.685  0.20
H -2.354 -1.072 0.588  0.21
H 1.234 -0.854 1.251  0.21
H 1.728 -0.473 -0.318  0.21
H 1.329 1.287 2.051  0.21
H 2.201 1.685 0.513  0.21
H 0.489 1.928 0.633  0.22

---

Density functional theory data (ωB97M-V/def2-TZVPD) for a gas-phase ion, C2H5O3S (charge -1) at a distorted geometry.

Net charge: -1
2S+1: 1
E_HOMO, eV: -2.9
E, Ha: -703.0945

Each line ends with the natural charge from an NBO analysis.
Positions of all 11 atoms, in Å:
C -0.517 0.258 0.734  -0.23
C 1.492 -0.733 -0.003  -0.33
O 3.700 0.298 -1.237  -1.06
O 3.526 0.637 1.184  -1.05
O 0.730 0.476 0.198  -0.55
S 3.382 -0.345 0.071  1.44
H -1.080 1.203 0.548  0.17
H -0.556 -0.037 1.765  0.15
H -0.828 -0.607 0.132  0.15
H 1.397 -1.461 0.808  0.15
H 1.112 -1.084 -0.924  0.16

---

Please write out number 7 again, unchanged.
Density functional theory data (ωB97M-V/def2-TZVPD) for a gas-phase ion, C2H5O3S (charge -1) at a distorted geometry.

Net charge: -1
2S+1: 1
E_HOMO, eV: -2.9
E, Ha: -703.0945

Each line ends with the natural charge from an NBO analysis.
Positions of all 11 atoms, in Å:
C -0.517 0.258 0.734  -0.23
C 1.492 -0.733 -0.003  -0.33
O 3.700 0.298 -1.237  -1.06
O 3.526 0.637 1.184  -1.05
O 0.730 0.476 0.198  -0.55
S 3.382 -0.345 0.071  1.44
H -1.080 1.203 0.548  0.17
H -0.556 -0.037 1.765  0.15
H -0.828 -0.607 0.132  0.15
H 1.397 -1.461 0.808  0.15
H 1.112 -1.084 -0.924  0.16